# 1
ORCA calculation (wB97M-V/def2-TZVPD) on C30H46BrN3P2Sn as an isolated structure at a distorted geometry.

The geometry in XYZ format:
```
83
Properties=species:S:1:pos:R:3
Sn 1.51 1.81 0.80
Br 1.06 -1.09 1.70
P 5.42 -0.71 0.30
P -0.26 -2.58 0.17
N -6.65 5.19 -4.82
N -0.12 1.12 3.23
N -1.61 -0.64 3.52
C 0.09 0.37 -1.38
C 4.65 -1.35 -1.22
C 4.61 -1.85 1.47
C -0.85 0.95 -2.27
C 0.23 -2.65 -2.63
C -5.11 3.37 -4.38
C -2.29 1.57 -0.41
C -1.85 1.30 4.96
C -0.22 0.40 -0.02
C 0.26 2.37 3.49
C -1.37 0.97 0.48
C -6.05 4.04 -5.19
C 5.64 -2.37 -1.81
C 4.81 1.00 0.57
C -2.99 -1.91 0.56
C 5.35 -2.12 2.77
C -6.36 5.69 -3.61
C -0.18 -4.14 1.10
C -1.14 0.58 3.96
C -2.79 2.46 -2.67
C -1.58 2.67 5.04
C -5.50 5.05 -2.70
C 5.98 1.95 0.22
C -3.81 3.26 -2.22
C -4.80 3.88 -3.10
C -0.52 3.23 4.29
C 0.86 -2.84 -1.25
C -1.51 -4.83 1.40
C -1.98 1.67 -1.78
C -1.96 -2.41 -0.47
H -3.95 3.48 -1.16
H 1.74 -2.19 -1.13
H -0.32 4.31 4.22
H 5.61 -1.18 3.26
H -3.47 -2.75 1.07
H 6.27 -2.71 2.62
H 4.51 1.11 1.63
H -2.22 3.35 5.60
H 6.67 -1.99 -1.74
H 1.21 -3.88 -1.13
H 5.43 -2.58 -2.86
H -3.76 -1.32 0.04
H 1.03 -0.06 -1.72
H -1.57 1.00 1.55
H -0.73 0.91 -3.35
H 5.60 -3.33 -1.28
H -3.23 2.00 -0.07
H -6.35 3.67 -6.18
H -6.85 6.63 -3.35
H -2.16 -4.23 2.04
H 1.16 2.79 2.98
H 3.69 -1.84 -1.00
H -2.57 2.36 -3.74
H -2.04 -5.09 0.48
H 3.93 1.20 -0.07
H -2.18 -3.44 -0.83
H -0.67 -3.26 -2.76
H -4.63 2.47 -4.78
H 4.45 -0.53 -1.92
H 4.69 -2.69 3.43
H 0.34 -3.90 2.04
H -1.29 -5.76 1.92
H 4.36 -2.78 0.95
H -0.97 -1.10 2.87
H 5.76 2.99 0.52
H -1.94 -1.75 -1.35
H 0.48 -4.78 0.50
H 0.96 -2.93 -3.40
H 3.65 -1.33 1.66
H -2.12 -1.23 4.16
H 6.18 1.94 -0.86
H 6.89 1.62 0.75
H -5.36 5.51 -1.73
H -2.50 -1.27 1.31
H -0.05 -1.60 -2.80
H -2.66 0.77 5.47
```

Results
Energy above the lowest of the compared OMol25 structures with the same formula, charge and spin in kcal per mole: 30.48
Net charge: +2
Maximum force in eV Å⁻¹: 3.7

---

# 2
ORCA calculation (wB97M-V/def2-TZVPD) on C30H51N2O2P2Zn as an isolated structure at a distorted geometry.

The geometry in XYZ format:
```
88
Properties=species:S:1:pos:R:3
Zn 0.13 -0.25 0.38
P -2.37 -0.05 1.25
P 2.59 0.24 0.52
O 1.84 -3.38 1.22
O 0.08 -1.18 3.17
N 0.27 -1.75 -1.97
N -0.16 1.66 0.01
C -4.69 1.05 2.47
C 1.25 -2.37 1.44
C -1.57 3.37 -0.90
C 3.89 0.10 1.89
C -0.48 4.22 -0.97
C -0.20 -0.09 -5.06
C -1.95 -2.87 0.61
C 2.58 0.75 -2.25
C -3.09 -1.85 0.76
C -1.01 -1.03 -4.17
C 2.25 2.07 0.55
C 4.95 1.21 1.84
C -2.21 -0.31 -3.53
C -3.07 -0.12 4.01
C -2.49 2.10 3.08
C -1.52 -2.19 -5.02
C 3.19 0.22 3.25
C 0.73 3.82 -0.41
C -4.04 -2.39 1.84
C -2.59 1.35 0.16
C 3.37 -1.52 -1.48
C 3.40 -0.01 -1.20
C -3.21 0.77 2.78
C 0.88 2.51 0.02
C 0.51 -1.45 2.03
C 4.85 0.49 -1.27
C -3.78 -1.71 -0.58
C -0.13 -1.58 -3.06
C 4.57 -1.27 1.78
C -1.45 2.12 -0.25
H -3.41 0.46 4.88
H 2.68 1.83 -2.14
H -2.39 -3.83 0.30
H 5.54 -0.09 -0.65
H -1.43 -3.05 1.56
H -2.03 -0.43 4.16
H -2.91 -1.04 -3.11
H 2.97 0.48 -3.25
H 3.96 0.11 4.03
H -2.17 -1.79 -5.80
H -3.51 -2.60 2.78
H -1.41 1.95 3.16
H 3.85 -2.10 1.76
H 0.13 0.81 -4.52
H -2.75 0.25 -4.32
H -0.68 -2.73 -5.49
H -4.90 -1.74 2.03
H -5.32 0.15 2.53
H 2.73 1.21 3.38
H 1.61 4.46 -0.35
H -0.56 5.21 -1.42
H 5.63 1.05 2.69
H -2.56 3.65 -1.25
H -0.81 0.22 -5.92
H -2.10 -2.91 -4.42
H -4.83 1.52 1.50
H -4.51 -0.89 -0.61
H -5.06 1.74 3.24
H 0.68 -0.60 -5.45
H 4.00 -2.10 -0.79
H -2.70 2.86 2.33
H -1.93 0.38 -2.71
H 5.56 1.19 0.93
H 3.75 -1.68 -2.51
H -2.85 2.47 4.05
H 5.19 0.37 -2.32
H -1.22 -2.59 -0.16
H 4.51 2.21 1.95
H 5.22 -1.35 0.90
H 2.36 -1.92 -1.44
H -3.05 -1.57 -1.39
H 4.93 1.56 -1.03
H 3.05 2.58 -0.01
H -3.57 1.69 -0.16
H -4.31 -2.65 -0.80
H 1.52 0.48 -2.23
H -4.44 -3.36 1.49
H 5.21 -1.40 2.67
H 2.42 -0.54 3.42
H -3.70 -1.02 3.96
H 2.33 2.40 1.60
```

Results
Energy above the lowest of the compared OMol25 structures with the same formula, charge and spin in kcal per mole: 0.00
Net charge: +1
Maximum force in eV Å⁻¹: 4.8

---

# 3
ORCA calculation (wB97M-V/def2-TZVPD) on C28H22N2OPPt as an isolated structure.

The geometry in XYZ format:
```
55
Properties=species:S:1:pos:R:3
Pt 1.14 -0.37 1.36
P 2.80 0.70 -0.07
O 0.01 1.87 2.80
N -0.55 -0.65 -0.19
N 1.24 -2.41 0.87
C 0.95 -5.18 0.61
C 0.52 1.56 -3.94
C 1.01 1.62 2.21
C 5.04 -0.53 0.83
C 1.52 2.37 -1.90
C 6.28 -1.14 0.71
C 3.06 2.19 0.91
C 6.15 -0.93 -1.69
C 0.13 -2.93 0.31
C 4.14 3.03 0.68
C 4.36 -0.11 -0.32
C -1.34 -4.77 -0.25
C -0.08 -4.31 0.20
C 6.83 -1.34 -0.55
C 4.29 4.19 1.43
C 1.96 1.09 -1.61
C -2.15 -2.50 -0.54
C 2.12 -4.63 1.11
C -2.37 -3.86 -0.59
C 3.36 4.53 2.41
C 0.80 2.61 -3.07
C 2.13 2.53 1.91
C 1.67 0.03 -2.49
C -0.89 -2.02 -0.15
C 2.27 3.70 2.65
C 0.96 0.27 -3.65
C 2.22 -3.25 1.25
C 4.91 -0.31 -1.59
H 6.82 -1.44 1.59
H 0.77 -0.53 -4.35
H 4.63 -0.33 1.82
H 3.09 -2.79 1.70
H 1.55 3.95 3.43
H 0.02 -0.42 -1.02
H -1.36 -0.04 -0.18
H 3.48 5.43 2.99
H 0.47 3.61 -3.30
H 4.87 2.78 -0.08
H 4.40 0.03 -2.48
H -2.92 -1.81 -0.84
H 2.05 -0.97 -2.29
H -0.02 1.75 -4.86
H 1.74 3.20 -1.24
H 2.94 -5.26 1.43
H -3.33 -4.24 -0.91
H 6.60 -1.07 -2.67
H 7.80 -1.81 -0.64
H -1.52 -5.84 -0.33
H 0.83 -6.25 0.54
H 5.13 4.84 1.25
```

Results
Total energy in Eh: -1724.51926
Net charge: +3
Multiplicity: 5
Maximum force in eV Å⁻¹: 0.1

---

Q: The lowest net charge belongs to which entry?
A: C30H51N2O2P2Zn